1.
Here is a cluster of 9 separate species, C23H66F3N5O13S in total from the OMol25 dataset. Energies are from ωB97M-V/def2-TZVPD.

* electronic energy: -77962.415 eV
* spin multiplicity: 2
* charge: +1
* HOMO-LUMO gap (alpha / beta): 8.11 / 2.67 eV
* HOMO level (alpha / beta): -0.396 / -0.396 Eh

Last column: Löwdin spin population.
Atoms and positions in Å:
N1 20.28 11.15 14.54  0.00
H1 20.77 11.78 15.17  0.00
H2 19.49 10.80 15.05  0.00
H3 20.97 10.50 14.19  0.00
H4 19.98 11.80 13.83  0.00
C1 15.74 9.54 16.52  0.00
F1 15.05 9.42 17.64  0.00
F2 15.38 8.73 15.57  0.00
F3 15.39 10.78 16.19  0.00
S1 17.64 9.40 17.06  0.00
O1 17.93 8.01 17.30  0.00
O2 18.37 10.02 15.95  0.00
O3 17.69 10.22 18.26  0.00
C2 19.64 8.40 20.34  0.15
C3 18.32 7.81 20.94  0.15
O4 17.98 8.29 22.23  0.30
O5 19.43 9.79 20.27  0.32
H5 19.87 8.01 19.36  0.02
H6 20.45 8.28 21.07  0.00
H7 18.48 6.73 20.96  0.02
H8 17.54 8.09 20.23  0.01
H9 17.51 9.12 22.15  0.01
H10 18.72 9.96 19.64  0.01
C4 17.83 4.80 15.77  0.00
C5 18.48 4.47 17.08  0.00
O6 19.27 5.61 17.56  0.00
O7 16.68 5.56 16.01  0.00
H11 17.49 3.84 15.38  0.00
H12 18.55 5.30 15.12  0.00
H13 19.10 3.58 17.03  0.00
H14 17.68 4.19 17.78  0.00
H15 18.66 6.35 17.57  0.00
H16 16.79 6.50 16.18  0.00
C6 15.98 11.53 20.96  0.00
C7 15.96 12.88 21.68  0.00
O8 17.26 13.41 21.89  0.00
O9 16.37 10.58 21.93  0.00
H17 16.79 11.52 20.23  0.00
H18 15.03 11.26 20.50  0.00
H19 15.48 12.88 22.66  0.00
H20 15.48 13.61 21.02  0.00
H21 17.89 12.84 22.34  0.00
H22 15.61 10.60 22.52  0.00
C8 11.01 5.46 18.58  0.00
C9 11.61 6.05 19.92  0.00
C10 12.62 7.25 19.66  0.00
O10 13.41 7.42 20.87  0.00
C11 14.71 7.86 20.42  0.00
N2 10.64 6.66 20.85  0.00
H23 10.34 4.61 18.68  0.00
H24 11.66 5.30 17.72  0.00
H25 10.22 6.08 18.15  0.00
H26 12.12 5.35 20.58  0.00
H27 12.14 8.19 19.38  0.00
H28 13.34 6.98 18.88  0.00
H29 15.14 8.19 21.37  0.00
H30 14.74 8.70 19.73  0.00
H31 15.33 7.05 20.04  0.00
H32 11.19 6.94 21.65  0.00
H33 10.15 5.85 21.20  0.00
C12 20.92 7.98 14.94  0.00
C13 22.04 8.32 14.06  0.00
C14 21.80 8.13 12.53  0.00
O11 21.51 6.70 12.30  0.00
C15 21.01 6.51 10.97  0.00
N3 22.60 9.61 14.33  0.00
H34 20.00 8.51 14.68  0.00
H35 21.12 7.98 16.01  0.00
H36 20.61 6.93 14.96  0.00
H37 22.83 7.59 14.24  0.00
H38 22.61 8.41 11.86  0.00
H39 20.90 8.65 12.21  0.00
H40 20.86 5.43 10.90  0.00
H41 21.77 6.74 10.23  0.00
H42 20.09 7.07 10.88  0.00
H43 22.79 9.67 15.32  0.00
H44 23.51 9.69 13.90  0.00
C16 13.20 14.67 19.06  0.00
C17 14.61 14.71 18.48  0.00
C18 14.67 13.91 17.27  0.00
O12 13.76 14.28 16.28  0.00
C19 14.04 13.77 15.03  0.00
N4 14.75 16.08 18.10  0.00
H45 13.05 13.80 19.69  0.00
H46 12.47 14.69 18.24  0.00
H47 12.95 15.51 19.70  0.00
H48 15.38 14.39 19.17  0.00
H49 14.39 12.89 17.53  0.00
H50 15.70 14.00 16.93  0.00
H51 13.10 13.69 14.49  0.00
H52 14.56 12.81 15.02  0.00
H53 14.77 14.37 14.50  0.00
H54 13.89 16.47 17.74  0.00
H55 15.38 16.05 17.31  0.00
C20 10.33 13.05 11.34  0.00
C21 11.39 12.22 11.92  0.00
C22 11.15 11.67 13.39  0.00
O13 12.25 10.99 13.96  0.00
C23 12.09 10.61 15.28  0.00
N5 11.59 11.14 11.00  0.00
H56 10.53 13.68 10.47  0.00
H57 10.15 13.91 11.99  0.00
H58 9.35 12.59 11.23  0.00
H59 12.32 12.78 12.00  0.00
H60 10.34 10.96 13.24  0.00
H61 10.95 12.60 13.93  0.00
H62 11.19 10.02 15.42  0.00
H63 12.11 11.52 15.88  0.00
H64 12.98 10.09 15.65  0.00
H65 10.72 10.64 10.95  0.00
H66 12.10 10.48 11.56  0.00



2.
Here is a cluster of 4 separate species, C23H66N10O5P4 in total from the OMol25 dataset. Energies are from ωB97M-V/def2-TZVPD.

* electronic energy: -87215.991 eV
* structure (SMILES): CN(C)P(=O)(N(C)C)N(C)C.CN(C)P(=O)(N(C)C)N(C)C.CN(C)P(=O)(N(C)C)N(C)C.CCP(CC)OC(N)=O
* charge: 0
* HOMO-LUMO gap: 8.88 eV
* HOMO level: -0.307 Eh

Last column: Mulliken charge in e.
Atoms and positions in Å:
C1 -1.91 -5.22 4.06  -0.73
N1 -2.20 -4.17 3.11  0.16
C2 -1.08 -3.23 2.98  -1.01
P1 -3.74 -3.50 2.80  0.39
O1 -3.57 -2.88 1.46  -0.70
N2 -4.88 -4.73 2.43  0.32
C3 -4.75 -6.10 2.89  -1.17
C4 -5.47 -4.69 1.10  -1.18
N3 -4.29 -3.38 4.42  0.05
C5 -5.73 -3.06 4.56  -1.07
C6 -3.56 -2.33 5.18  -1.03
H1 -1.97 -4.91 5.11  0.26
H2 -0.89 -5.58 3.89  0.40
H3 -2.55 -6.08 3.93  0.18
H4 -1.03 -2.51 3.80  0.29
H5 -1.17 -2.67 2.05  0.21
H6 -0.14 -3.77 2.95  0.41
H7 -3.95 -6.65 2.37  0.31
H8 -5.68 -6.64 2.72  0.40
H9 -4.58 -6.15 3.97  0.33
H10 -4.79 -5.09 0.34  0.33
H11 -5.74 -3.68 0.82  0.37
H12 -6.39 -5.28 1.09  0.38
H13 -6.01 -2.13 4.05  0.35
H14 -5.97 -2.97 5.62  0.42
H15 -6.34 -3.86 4.16  0.30
H16 -3.61 -1.35 4.69  0.37
H17 -2.51 -2.59 5.31  0.24
H18 -3.99 -2.24 6.18  0.40
C7 5.35 1.50 -5.55  -0.70
N4 4.97 0.37 -4.74  0.04
C8 5.33 -0.90 -5.37  -1.04
P2 3.61 0.30 -3.70  0.56
O2 3.96 -0.81 -2.78  -0.86
N5 3.60 1.62 -2.62  0.49
C9 4.25 2.89 -2.90  -1.03
C10 3.70 1.31 -1.20  -0.85
N6 2.47 1.04 -4.74  0.14
C11 1.19 1.39 -4.08  -1.21
C12 2.11 0.17 -5.89  -1.02
H19 4.70 1.68 -6.42  0.24
H20 6.36 1.34 -5.94  0.40
H21 5.40 2.42 -4.98  0.18
H22 4.64 -1.20 -6.17  0.29
H23 5.36 -1.70 -4.63  0.28
H24 6.33 -0.83 -5.81  0.40
H25 5.34 2.83 -2.85  0.36
H26 3.93 3.64 -2.17  0.13
H27 3.94 3.28 -3.87  0.29
H28 4.73 1.08 -0.90  0.34
H29 3.07 0.46 -0.94  0.38
H30 3.35 2.15 -0.61  0.02
H31 0.70 0.53 -3.63  0.49
H32 0.51 1.82 -4.82  0.44
H33 1.33 2.15 -3.32  0.18
H34 1.75 -0.82 -5.57  0.36
H35 2.96 0.03 -6.55  0.29
H36 1.33 0.64 -6.47  0.37
C13 3.36 7.33 3.36  -0.71
N7 3.21 6.02 3.96  0.05
C14 4.48 5.52 4.50  -1.02
P3 2.11 4.81 3.48  0.53
O3 2.02 3.94 4.67  -0.82
N8 0.51 5.43 3.40  0.30
C15 0.21 6.83 3.19  -1.23
C16 -0.46 4.83 4.30  -1.01
N9 2.32 4.96 1.78  0.16
C17 1.32 4.22 0.97  -1.10
C18 3.65 4.47 1.33  -0.76
H37 3.84 7.32 2.37  0.25
H38 3.98 7.95 4.01  0.40
H39 2.41 7.85 3.27  0.17
H40 5.15 5.11 3.72  0.28
H41 4.30 4.73 5.22  0.28
H42 5.01 6.32 5.01  0.40
H43 0.44 7.45 4.07  0.32
H44 -0.85 6.95 2.96  0.43
H45 0.74 7.22 2.32  0.34
H46 -0.38 5.20 5.32  0.31
H47 -0.36 3.75 4.32  0.35
H48 -1.47 5.05 3.93  0.31
H49 1.31 3.15 1.20  0.36
H50 1.56 4.34 -0.09  0.45
H51 0.33 4.62 1.13  0.29
H52 3.83 3.44 1.65  0.40
H53 4.46 5.10 1.71  0.19
H54 3.72 4.51 0.24  0.12
C19 -0.51 -4.37 -2.74  -0.95
C20 -1.73 -4.42 -3.70  -0.65
P4 -3.05 -3.26 -3.19  0.39
C21 -4.65 -3.97 -3.74  -0.66
C22 -5.52 -4.09 -2.47  -0.73
O4 -2.82 -1.94 -4.22  -0.46
C23 -1.92 -0.99 -3.83  0.48
N10 -1.91 -0.60 -2.47  -0.55
O5 -1.20 -0.51 -4.64  -0.39
H55 -0.49 -5.28 -2.14  0.34
H56 -0.56 -3.54 -2.03  0.18
H57 0.42 -4.27 -3.31  0.28
H58 -2.07 -5.45 -3.80  0.43
H59 -1.38 -4.09 -4.69  0.38
H60 -4.55 -4.97 -4.17  0.39
H61 -5.17 -3.31 -4.43  0.25
H62 -4.88 -4.47 -1.67  -0.04
H63 -6.35 -4.79 -2.64  0.44
H64 -5.96 -3.14 -2.19  0.34
H65 -2.87 -0.62 -2.13  0.33
H66 -1.41 -1.27 -1.89  0.29



3.
Here is a structure of composition C23H67N8O13V from the OMol25 dataset. Energies are from ωB97M-V/def2-TZVPD.

* electronic energy: -89163.667 eV
* charge: 0
* HOMO-LUMO gap: 7.54 eV
* HOMO level: -0.317 Eh

Last column: Mulliken charge in e.
Atoms and positions in Å:
O1 1.39 4.59 -1.74  -0.70
V1 -0.05 4.00 -1.55  1.03
O2 -0.75 4.51 -0.17  -0.61
C1 0.21 -0.29 -0.63  -1.03
C2 -0.07 0.99 -0.01  3.18
C3 -0.15 0.86 1.54  -1.78
O3 0.77 2.01 -0.48  1.42
H1 0.28 -0.37 -1.72  -0.54
H2 -0.65 -0.92 -0.44  0.16
H3 1.12 -0.82 -0.34  0.24
H4 -1.12 1.20 -0.22  -1.55
H5 -0.86 0.09 1.83  0.29
H6 -0.57 1.78 1.96  0.29
H7 0.78 0.56 2.03  0.02
C4 3.73 3.29 1.56  0.55
O4 4.77 3.69 2.10  -0.76
N1 2.74 2.65 2.09  -0.18
N2 3.47 3.73 0.34  -0.19
H8 2.79 2.36 3.05  0.15
H9 1.96 2.29 1.55  0.00
H10 2.63 3.39 -0.11  0.00
H11 4.03 4.53 0.10  0.18
C5 -0.45 2.15 -4.34  0.61
O5 0.12 2.99 -3.66  -0.66
N3 -0.72 2.16 -5.61  -0.33
N4 -0.86 1.00 -3.85  0.17
H12 -1.31 1.36 -5.84  0.12
H13 -0.52 2.92 -6.24  0.27
H14 -1.34 0.27 -4.35  0.33
H15 -0.59 0.87 -2.89  -0.59
C6 4.05 0.62 -1.98  0.55
O6 4.92 0.34 -2.77  -0.75
N5 3.94 0.13 -0.81  -0.03
N6 3.01 1.29 -2.34  0.07
H16 4.59 -0.57 -0.50  0.19
H17 3.23 0.43 -0.16  -0.04
H18 2.35 1.57 -1.63  -0.30
H19 2.98 1.71 -3.26  0.16
C7 -3.25 2.60 -1.78  0.61
O7 -2.26 3.22 -2.11  -0.59
N7 -3.81 2.52 -0.63  -0.12
N8 -3.73 1.63 -2.48  -0.41
H20 -4.56 1.84 -0.62  -0.05
H21 -3.62 3.06 0.20  0.11
H22 -4.47 1.09 -2.07  0.11
H23 -3.16 1.31 -3.25  0.31
C8 2.20 -1.19 -5.00  -0.02
C9 1.30 -1.89 -6.01  -0.60
O8 1.93 -2.46 -7.15  -0.55
H24 2.87 -0.51 -5.53  0.54
H25 2.84 -2.01 -4.68  -0.03
H26 1.64 -0.64 -4.25  -0.28
H27 0.44 -1.30 -6.34  0.34
H28 0.87 -2.73 -5.48  0.22
H29 1.98 -1.82 -7.85  0.32
C10 -2.60 3.80 2.84  -0.43
C11 -4.01 3.39 3.09  -0.09
O9 -4.64 3.85 2.02  -0.52
H30 -2.50 4.89 2.85  0.35
H31 -2.20 3.53 1.87  -0.32
H32 -1.86 3.43 3.55  0.28
H33 -4.31 3.81 4.05  0.36
H34 -4.10 2.32 3.25  0.05
H35 -5.55 3.55 2.02  0.33
C12 -1.73 0.89 5.14  -0.76
C13 -1.15 -0.39 5.68  0.56
C14 -1.72 -1.58 4.98  -1.23
O10 0.26 -0.34 5.59  -0.52
H36 -1.26 1.80 5.51  0.45
H37 -2.81 0.96 5.25  0.44
H38 -1.62 0.89 4.06  -0.23
H39 -1.36 -0.63 6.73  0.32
H40 -2.81 -1.61 5.01  0.45
H41 -1.25 -2.45 5.43  0.42
H42 -1.41 -1.54 3.94  -0.04
H43 0.52 0.16 6.37  0.29
C15 1.46 -3.64 -2.29  -0.65
C16 2.80 -4.24 -2.79  0.58
C17 3.97 -3.46 -2.24  -0.88
O11 2.97 -5.55 -2.23  -0.57
H44 1.34 -3.58 -1.21  0.37
H45 0.68 -4.23 -2.77  0.43
H46 1.40 -2.61 -2.65  -0.30
H47 2.84 -4.27 -3.88  0.11
H48 4.05 -3.59 -1.16  0.21
H49 3.82 -2.42 -2.53  0.07
H50 4.95 -3.79 -2.59  0.35
H51 2.15 -6.04 -2.31  0.30
C18 2.87 -1.34 3.34  -1.24
C19 1.95 -2.56 3.21  1.09
C20 2.72 -3.82 2.79  -1.41
O12 1.35 -2.73 4.46  -0.63
H52 3.52 -1.19 2.48  0.32
H53 3.51 -1.42 4.22  0.41
H54 2.29 -0.43 3.47  0.16
H55 1.11 -2.38 2.53  0.00
H56 3.11 -3.87 1.77  0.23
H57 1.98 -4.62 2.79  0.38
H58 3.48 -3.92 3.57  0.38
H59 1.06 -1.85 4.71  0.25
C21 -4.20 -1.51 1.72  -1.54
C22 -4.04 -0.87 0.25  1.82
C23 -3.81 -1.92 -0.78  -1.44
O13 -5.31 -0.36 -0.05  -0.64
H60 -3.21 -1.84 2.06  0.32
H61 -4.88 -2.36 1.70  0.45
H62 -4.56 -0.81 2.48  0.38
H63 -3.31 -0.06 0.23  -0.69
H64 -2.79 -2.28 -0.83  0.34
H65 -3.87 -1.47 -1.77  0.32
H66 -4.44 -2.81 -0.70  0.34
H67 -5.96 -0.98 0.29  0.38



4.
Here is a cluster of 10 separate species, C23H68NO10S9 in total from the OMol25 dataset. Energies are from ωB97M-V/def2-TZVPD.

* electronic energy: -144406.481 eV
* charge: +1
* HOMO-LUMO gap: 7.26 eV
* HOMO level: -0.343 Eh

Last column: Mulliken charge in e.
Atoms and positions in Å:
C1 0.03 -2.76 -2.17  -0.86
N1 -0.50 -2.00 -0.93  1.40
C2 -1.83 -1.56 -1.30  -0.98
C3 -0.56 -2.90 0.18  -1.18
C4 0.55 -0.94 -0.61  -0.62
C5 0.37 -0.21 0.77  0.68
O1 1.14 0.89 0.75  0.64
H1 -0.65 -3.66 -2.17  0.39
H2 1.06 -3.01 -1.89  0.38
H3 0.28 -2.01 -3.11  0.14
H4 -1.93 -0.56 -1.82  -0.23
H5 -2.34 -1.37 -0.42  0.12
H6 -2.43 -2.28 -1.69  1.00
H7 -0.88 -2.45 1.06  0.35
H8 0.40 -3.31 0.54  0.26
H9 -1.13 -3.82 0.16  0.41
H10 0.53 -0.33 -1.57  0.23
H11 1.62 -1.17 -0.68  0.02
H12 0.73 -0.90 1.49  -0.73
H13 -0.65 0.21 0.90  0.17
H14 2.06 0.49 0.78  -0.02
C6 -5.47 -2.36 0.02  0.03
S1 -4.93 -3.94 -0.66  0.39
O2 -3.45 -4.13 -0.28  -0.53
C7 -5.97 -5.01 0.29  -0.83
H15 -6.55 -2.31 -0.27  0.40
H16 -5.02 -1.69 -0.37  -0.51
H17 -5.22 -2.22 1.06  0.18
H18 -5.70 -4.80 1.39  0.16
H19 -5.59 -6.02 0.07  0.36
H20 -7.05 -4.72 0.37  0.37
C8 -1.11 3.63 -1.54  -0.25
S2 0.61 3.84 -2.08  0.71
O3 0.54 5.15 -2.86  -0.78
C9 1.28 4.15 -0.48  -0.45
H21 -1.45 4.49 -0.88  0.45
H22 -1.06 2.56 -1.11  -0.22
H23 -1.60 3.62 -2.59  0.02
H24 2.25 4.07 -0.71  0.46
H25 1.32 3.26 0.10  -0.26
H26 1.04 5.18 0.10  0.22
C10 -1.06 2.21 -5.76  -1.38
S3 -0.79 0.65 -5.10  0.30
O4 -0.02 0.99 -3.70  -0.48
C11 -2.47 0.33 -4.51  -0.41
H27 -1.35 2.35 -6.62  0.69
H28 -0.04 2.62 -5.85  0.40
H29 -1.44 2.76 -5.11  0.35
H30 -3.35 0.54 -5.36  0.37
H31 -2.88 1.04 -3.74  -0.10
H32 -2.54 -0.67 -4.18  0.30
C12 -1.13 2.89 2.35  -0.03
S4 0.25 2.40 3.40  0.85
O5 0.70 3.82 3.60  -0.75
C13 -0.56 1.71 4.76  -1.34
H33 -1.62 3.83 2.72  0.57
H34 -1.96 2.05 2.29  -0.05
H35 -0.77 3.07 1.39  -0.48
H36 -1.04 2.52 5.23  0.54
H37 0.14 1.55 5.45  0.58
H38 -1.27 0.77 4.65  0.10
C14 -5.40 1.25 0.57  -1.89
S5 -4.05 1.84 -0.38  1.07
O6 -3.95 0.77 -1.42  -0.69
C15 -5.04 2.92 -1.49  -1.08
H39 -5.71 1.93 1.13  0.79
H40 -5.15 0.40 1.05  0.18
H41 -6.12 0.93 -0.05  0.67
H42 -5.40 3.74 -0.81  0.47
H43 -6.17 2.39 -1.61  0.29
H44 -4.39 3.26 -2.44  0.23
C16 4.28 2.97 1.57  -0.39
S6 5.36 2.74 0.19  0.79
O7 4.97 3.80 -0.86  -0.71
C17 6.92 3.08 0.90  -1.40
H45 3.30 2.62 1.30  -0.50
H46 4.17 4.09 1.93  0.37
H47 4.82 2.46 2.33  0.48
H48 6.86 4.06 1.39  0.36
H49 7.73 2.95 0.33  0.53
H50 7.23 2.41 1.61  0.44
C18 -1.01 -2.34 4.28  -1.13
S7 -2.57 -1.62 3.81  0.35
O8 -2.37 -0.87 2.47  -0.45
C19 -3.54 -3.00 3.49  -0.95
H51 -0.54 -1.41 4.22  0.17
H52 -0.68 -3.09 3.68  0.32
H53 -1.18 -2.86 5.12  0.73
H54 -3.37 -3.74 4.41  0.37
H55 -3.07 -3.52 2.55  0.10
H56 -4.44 -2.82 3.29  0.49
C20 5.56 -1.94 1.65  -1.11
S8 4.15 -1.25 2.41  0.27
O9 3.36 -0.34 1.33  -0.94
C21 3.00 -2.56 2.71  -1.17
H57 5.94 -2.67 2.39  0.39
H58 6.28 -1.38 1.26  0.48
H59 5.19 -2.27 0.81  0.31
H60 2.82 -3.31 1.95  0.40
H61 2.05 -2.13 2.87  -0.03
H62 3.04 -3.15 3.46  0.90
C22 6.81 -1.08 -3.65  -1.45
S9 6.28 -1.16 -1.92  0.39
O10 6.42 0.25 -1.41  -0.52
C23 4.59 -1.34 -2.14  -0.65
H63 6.54 -1.76 -4.19  0.68
H64 8.02 -0.90 -3.50  0.25
H65 6.34 -0.35 -4.01  0.50
H66 4.24 -2.50 -2.31  0.30
H67 4.19 -0.89 -2.87  0.91
H68 4.17 -1.12 -1.16  -0.43